Model A:
Entry from the Open Molecules 2025 dataset: C3H9N3S in the gas phase (wB97M-V/def2-TZVPD).

Structure (XYZ):
```
16
Properties=species:S:1:pos:R:3:lowdin_charge:R:1
C 1.44919 0.88015 -0.63988 -0.272
C 0.04784 0.40038 -0.87795 -0.299
C -1.88317 -0.53005 0.37695 -0.139
N 0.45254 -1.20841 2.91388 -0.275
N 1.54200 0.97935 0.81817 -0.287
N -0.45207 -0.32016 0.23543 -0.447
S 0.13404 0.38676 1.71586 1.028
H 2.22395 0.07489 -0.95842 0.133
H 1.78245 1.75516 -1.17888 0.101
H -0.51097 1.41501 -1.10312 0.146
H -0.06922 -0.13510 -1.81962 0.121
H -1.98536 -1.21208 1.21210 0.059
H -2.29710 0.49910 0.83894 0.108
H -2.28521 -0.74226 -0.57798 0.070
H 0.94635 -2.01023 2.58558 -0.136
H 2.48447 1.02340 1.19776 0.088
```

Output
frontier orbital gap (spin up / spin down) = 8.58 / 8.58 eV
E_HOMO (spin up / spin down) = -8.05 / -8.05 eV
lowest unoccupied orbital energy (spin up / spin down) = 0.529 / 0.530 eV
total charge = 0

Model B:
Entry from the Open Molecules 2025 dataset: C3H9N3S in the gas phase (wB97M-V/def2-TZVPD).

Structure (XYZ):
```
16
Properties=species:S:1:pos:R:3:lowdin_charge:R:1
C 2.21746 -1.13209 0.46621 -0.096
N 1.26005 -0.73486 -0.58556 -0.104
C 0.11383 0.03595 -0.17910 -0.744
N 0.23275 1.25049 0.12959 -0.056
N 1.51220 1.77632 0.04988 -0.002
S -1.39734 -0.83480 -0.01614 0.870
C -2.63322 0.50558 0.13866 -0.389
H 1.74854 -1.74961 1.23404 0.085
H 2.64837 -0.28242 0.88414 0.043
H 3.03610 -1.65985 0.00418 0.079
H 0.98573 -1.57051 -1.10761 0.097
H 1.37841 2.67419 -0.39467 0.074
H 2.03499 1.20328 -0.61104 0.058
H -3.58477 -0.00149 0.16572 0.018
H -2.50772 1.03802 1.06734 0.027
H -2.60564 1.20491 -0.69574 0.039
```

Output
frontier orbital gap = 9.02 eV
SMILES = CN/C(=N\N)SC
E_HOMO = -8.13 eV
lowest unoccupied orbital energy = 0.893 eV
total charge = 0

Model C:
Entry from the Open Molecules 2025 dataset: C3H9N3S in the gas phase (wB97M-V/def2-TZVPD).

Structure (XYZ):
```
16
Properties=species:S:1:pos:R:3:lowdin_charge:R:1
C 0.95965 -1.55534 1.22479 -0.086
C 0.84846 -1.20323 -0.29978 -0.199
N -0.19653 -0.21747 -0.51243 -0.250
N -1.48066 -0.71967 -0.60258 0.063
C 0.00177 1.09323 -0.37709 -0.379
N -0.91680 1.95789 -0.59107 -0.406
S -0.35797 3.52908 -0.32376 0.670
H 1.65284 -0.85491 1.75195 0.072
H 0.00883 -1.50545 1.78348 0.064
H 1.37938 -2.58951 1.38406 0.077
H 1.80105 -0.73299 -0.49834 0.098
H 0.70810 -2.04462 -0.96956 0.111
H -1.96743 -0.11247 -1.31629 0.107
H -1.97588 -0.58065 0.28059 0.088
H 1.04562 1.37997 -0.21620 0.112
H -1.51042 4.15616 -0.71778 -0.142
```

Output
frontier orbital gap = 8.65 eV
SMILES = CCN(N)/C=N/S
E_HOMO = -7.70 eV
lowest unoccupied orbital energy = 0.947 eV
total charge = 0

Energy ordering: model B at the bottom, the next structure 56.2 kJ/mol above.

Model A:
Entry from the Open Molecules 2025 dataset: C4H10 in the gas phase (wB97M-V/def2-TZVPD).

Structure (XYZ):
```
14
Properties=species:S:1:pos:R:3:lowdin_charge:R:1
C -1.96462 -0.18113 0.03685 -0.123
C -0.56112 0.61067 0.03845 -0.294
C 0.55247 -0.37557 0.04327 -0.353
C 1.99742 0.06721 -0.00513 -0.147
H -2.13895 -0.87843 0.88849 0.066
H -1.91375 -0.74894 -0.98372 0.089
H -2.83360 0.49782 -0.13314 0.059
H -0.62669 1.20475 -0.87510 0.091
H -0.55746 1.40236 0.86684 0.126
H 0.43839 -0.96588 1.02766 0.123
H 0.49136 -1.25236 -0.73330 0.140
H 2.48819 0.61522 0.88495 0.096
H 2.63723 -0.77832 -0.20104 0.053
H 1.99115 0.78259 -0.85507 0.074
```

Output
frontier orbital gap = 12.06 eV
SMILES = CCCC
E_HOMO = -10.77 eV
lowest unoccupied orbital energy = 1.288 eV
total charge = 0

Model B:
Entry from the Open Molecules 2025 dataset: 2 unconnected molecules or ions with the total composition C4H10 (wB97M-V/def2-TZVPD).

Structure (XYZ):
```
14
Properties=species:S:1:pos:R:3:lowdin_charge:R:1
C -0.92063 -1.25831 -0.15309 -0.198
C 0.19690 -0.80496 0.71535 -0.124
C -0.51887 1.77851 0.20282 -0.042
C 1.46543 -0.60747 -0.03318 -0.199
H -0.85163 -1.04800 -1.23410 0.071
H -0.89177 -2.35227 -0.01657 0.093
H -1.89842 -0.94608 0.23049 0.074
H -0.30713 1.01240 0.96678 -0.013
H 0.06326 2.66778 0.45042 0.035
H -1.58904 1.99417 0.22682 0.036
H -0.23915 1.42119 -0.79207 0.029
H 1.97875 -1.57101 0.12251 0.093
H 2.11246 0.14326 0.43406 0.075
H 1.39984 -0.42921 -1.12025 0.070
```

Output
frontier orbital gap = 8.70 eV
E_HOMO = -8.13 eV
lowest unoccupied orbital energy = 0.569 eV
total charge = 0

Model C:
Entry from the Open Molecules 2025 dataset: C4H10 in the gas phase (wB97M-V/def2-TZVPD).

Structure (XYZ):
```
14
Properties=species:S:1:pos:R:3:lowdin_charge:R:1
C -0.33478 -0.72091 -1.69203 -0.074
C -0.71012 -0.27971 -0.30843 -0.191
C 0.55542 -0.12513 0.56435 -0.286
C 0.42444 0.90141 1.60409 -0.160
H 0.19014 -0.06790 -2.11031 0.010
H -1.23207 -0.84270 -2.24038 0.090
H 0.25404 -1.38500 -1.93435 0.001
H -1.13110 -1.14803 0.23857 0.141
H -1.04025 0.48898 -0.49372 -0.027
H 1.56162 0.14120 -0.18289 0.182
H 0.72206 -0.96862 1.15806 0.073
H 0.22831 1.95804 1.11985 0.104
H 1.18799 1.14336 2.19482 0.007
H -0.67569 0.90500 2.08237 0.128
```

Output
frontier orbital gap = 11.84 eV
SMILES = CCCC
E_HOMO = -10.55 eV
lowest unoccupied orbital energy = 1.289 eV
total charge = 0

Model D:
Entry from the Open Molecules 2025 dataset: 3 unconnected molecules or ions with the total composition C4H10 (wB97M-V/def2-TZVPD).

Structure (XYZ):
```
14
Properties=species:S:1:pos:R:3:lowdin_charge:R:1
C 1.29770 0.95536 -0.76805 -0.069
C 0.81814 -0.30456 -0.51726 -0.437
C 0.89744 -0.99699 0.73962 -0.045
C -2.10019 0.20578 0.22101 -0.031
H 1.13332 1.33903 -1.76720 0.039
H 1.34917 1.69830 0.08402 0.078
H 0.30890 -0.72247 -1.35233 0.085
H -1.84427 1.22391 -0.17021 0.041
H 0.84993 -2.08489 0.79581 0.044
H 2.56564 -1.04694 0.15299 0.223
H 1.05355 -0.40743 1.67190 0.073
H -1.28419 -0.24954 -0.30638 -0.037
H -1.93091 0.34141 1.27793 0.025
H -3.11424 0.04902 -0.06184 0.012
```

Output
frontier orbital gap = 8.19 eV
E_HOMO = -8.10 eV
lowest unoccupied orbital energy = 0.085 eV
total charge = 0

Energy ordering: model A at the bottom, the next structure 288.5 kJ/mol above.

Model A:
Entry from the Open Molecules 2025 dataset: C20H22N2O7S in the gas phase (wB97M-V/def2-TZVPD).

Structure (XYZ):
```
52
Properties=species:S:1:pos:R:3:lowdin_charge:R:1
C -5.01416 -0.73584 0.38466 -0.031
C -3.57278 -1.11238 0.47973 -0.186
C -3.18622 -2.35455 0.97628 -0.014
C -1.85519 -2.72696 1.05004 -0.050
C -0.88734 -1.84354 0.61215 -0.260
S 0.84483 -2.29837 0.63391 0.674
O 1.03425 -3.38267 1.55015 -0.279
O 1.64427 -1.11747 0.80309 -0.273
N 1.16515 -2.88994 -0.89764 -0.330
C 1.17036 -1.90220 -1.94782 -0.093
C 0.46849 -4.11443 -1.20301 -0.105
C -1.23336 -0.60741 0.11343 0.023
C -2.57246 -0.23078 0.06019 -0.158
N -2.85097 1.06753 -0.42780 0.145
C -3.33904 2.08309 0.33685 -0.424
O -4.02242 1.94899 1.32201 0.097
C -2.83975 3.45576 -0.15241 -0.044
O -1.44987 3.52256 0.16606 0.022
C -0.58861 2.95887 -0.69792 -0.443
O -0.92718 2.59120 -1.80858 0.076
C 0.73705 2.71253 -0.12315 -0.135
C 1.07656 3.10733 1.17150 -0.002
C 2.27333 2.70056 1.71596 0.028
C 3.13846 1.87387 1.00208 -0.190
C 2.78673 1.45204 -0.29067 -0.208
C 1.60380 1.89551 -0.84942 0.064
O 3.57573 0.59693 -1.00482 -0.030
C 4.46859 -0.12524 -0.17698 -0.143
C 5.21231 0.84315 0.73824 -0.131
O 4.30468 1.51251 1.59080 -0.003
H -5.23338 0.05973 1.09561 0.074
H -5.65317 -1.58841 0.59559 0.079
H -5.23891 -0.35302 -0.60968 0.091
H -3.94911 -3.04185 1.31053 0.116
H -1.55324 -3.68017 1.45296 0.115
H 0.15590 -1.61664 -2.25513 0.093
H 1.70143 -1.02974 -1.57742 0.062
H 1.70190 -2.30288 -2.81124 0.098
H -0.57813 -3.93873 -1.48456 0.092
H 0.50700 -4.73826 -0.31380 0.081
H 0.97650 -4.62263 -2.02272 0.093
H -0.45344 0.07164 -0.19683 0.110
H -2.24777 1.35181 -1.19580 0.115
H -2.99394 3.58385 -1.22872 0.134
H -3.32399 4.25161 0.41293 0.138
H 0.39818 3.72489 1.73699 0.120
H 2.56489 2.99654 2.71086 0.125
H 1.33536 1.57957 -1.84576 0.136
H 5.15398 -0.64841 -0.84425 0.137
H 3.89666 -0.84039 0.42716 0.119
H 5.91557 0.31942 1.38741 0.135
H 5.75250 1.58140 0.12900 0.139
```

Output
frontier orbital gap = 8.93 eV
SMILES = Cc1ccc(S(=O)(=O)N(C)C)cc1NC(=O)COC(=O)c1ccc2c(c1)OCCO2
E_HOMO = -8.58 eV
lowest unoccupied orbital energy = 0.351 eV
total charge = 0

Model B:
Entry from the Open Molecules 2025 dataset: C20H22N2O7S in the gas phase (wB97M-V/def2-TZVPD).

Structure (XYZ):
```
52
Properties=species:S:1:pos:R:3:lowdin_charge:R:1
C -4.45116 -2.01320 -2.56173 -0.040
C -3.02498 -1.94526 -2.03061 -0.346
C -1.95212 -2.09738 -3.12160 -0.135
C -2.03021 -1.08479 -4.27221 -0.143
C -1.81698 0.33405 -3.82389 -0.248
C -2.84130 1.27213 -3.89886 -0.068
C -2.64710 2.57169 -3.46076 -0.086
C -1.42119 2.95197 -2.94194 -0.099
C -0.38959 2.02887 -2.87495 -0.091
C -0.58619 0.73226 -3.31375 -0.041
N -2.84587 -0.70858 -1.28753 0.109
C -2.03422 -0.63340 -0.22119 -0.458
O -1.50740 -1.57672 0.32159 0.099
C -1.84835 0.80358 0.30881 -0.050
O -0.83559 0.79780 1.29705 0.016
C 0.38208 0.47173 0.85208 -0.435
O 0.67787 0.39344 -0.31232 0.135
C 1.35288 0.26988 1.96716 -0.076
C 0.95047 0.24274 3.29979 0.035
C 1.88531 0.01999 4.29757 -0.022
C 3.22375 -0.13278 3.98541 -0.172
S 4.33598 -0.65418 5.33233 0.673
C 5.26410 0.80162 5.87181 -0.111
O 5.20431 -1.65836 4.79443 -0.289
O 3.46614 -1.02797 6.41317 -0.318
C 3.62137 -0.09941 2.65543 -0.115
N 5.01975 -0.18934 2.29663 -0.352
O 5.30539 -0.77378 1.28500 0.130
O 5.79259 0.39674 3.02290 0.068
C 2.69243 0.08187 1.64266 0.093
H -4.58737 -2.91754 -3.14796 0.085
H -5.15745 -2.02612 -1.73549 0.082
H -4.67352 -1.15314 -3.18770 0.064
H -2.86662 -2.75109 -1.30484 0.145
H -0.97855 -2.01588 -2.63516 0.116
H -2.03470 -3.10346 -3.53697 0.118
H -1.25009 -1.34593 -4.99206 0.122
H -2.99076 -1.17478 -4.78162 0.107
H -3.79950 0.98853 -4.31387 0.109
H -3.45325 3.28792 -3.52863 0.102
H -1.26887 3.96524 -2.59986 0.102
H 0.57158 2.31458 -2.47605 0.107
H 0.22481 0.02364 -3.25096 0.120
H -3.14021 0.13874 -1.75007 0.125
H -2.75548 1.15297 0.80390 0.143
H -1.57615 1.46985 -0.51775 0.116
H -0.09235 0.37107 3.54107 0.128
H 1.59771 -0.06526 5.33392 0.116
H 5.76732 0.52212 6.78928 0.072
H 5.97392 1.07057 5.10240 0.045
H 4.54554 1.58880 6.05855 0.070
H 3.00179 0.08397 0.60738 0.139
```

Output
frontier orbital gap = 8.43 eV
SMILES = C[C@@H](CCc1ccccc1)NC(=O)COC(=O)c1ccc(S(C)(=O)=O)c([N+](=O)[O-])c1
E_HOMO = -9.23 eV
lowest unoccupied orbital energy = -0.797 eV
total charge = 0

Energy ordering: model A at the bottom, the next structure 230.8 kJ/mol above.